Here is C21H43N2OP3Sm as an isolated structure at a distorted geometry from OMol25. Energies are from ωB97M-V/def2-TZVPD.

Last column: Löwdin charge in e.
Cartesian coordinates (Å):
Sm1 0.51308 -0.17297 0.18411  1.34
P1 -1.13313 2.58325 -0.03216  0.76
P2 -0.45880 -0.73704 2.72906  0.71
P3 -1.79744 -0.51362 -1.47663  0.71
H1 2.86595 0.35891 -2.53413  0.04
C1 1.99833 0.68766 -3.09539  -0.08
C2 1.55269 1.97254 -3.19797  -0.02
H2 2.00482 2.80100 -2.66563  0.06
C3 -0.40524 4.20405 0.47781  -0.25
C4 -2.49812 2.54429 1.18354  -0.27
C5 -2.02573 3.28745 -1.50797  -0.25
C6 0.72731 -2.16289 2.65658  -0.26
C7 -0.25631 -0.12507 4.41850  -0.25
C8 -2.07384 -1.62100 2.75018  -0.25
C9 -1.78638 0.22104 -3.15652  -0.23
C10 -3.51426 -0.03323 -0.98868  -0.25
C11 -2.03752 -2.30405 -1.90818  -0.24
H3 1.51327 -0.11130 -3.64890  0.05
H4 0.72930 2.19509 -3.86501  0.06
H5 0.62882 4.28728 0.11900  0.05
H6 -0.43481 4.34012 1.56538  0.04
H7 -0.99334 5.00889 0.01847  0.06
H8 -2.10901 2.65119 2.19854  0.04
H9 -3.04460 1.60172 1.12247  0.01
H10 -3.18493 3.36736 0.97145  0.08
H11 -1.34288 3.25645 -2.37453  0.04
H12 -2.24670 4.34830 -1.28340  0.06
H13 -2.96256 2.76675 -1.76817  0.04
H14 0.31318 -3.01332 3.22937  0.09
H15 1.64109 -1.83743 3.17887  0.07
H16 0.93625 -2.53110 1.60630  0.01
H17 -0.60887 -0.84297 5.15820  0.08
H18 -0.81849 0.79425 4.58737  0.06
H19 0.78481 0.11579 4.63822  0.05
H20 -2.14188 -2.41905 3.51904  0.08
H21 -2.22987 -2.08678 1.75377  0.04
H22 -2.90615 -0.90495 2.90073  0.06
H23 -2.24307 -0.50316 -3.84213  0.07
H24 -0.75784 0.44422 -3.46772  0.01
H25 -2.36805 1.15040 -3.17042  0.04
H26 -4.23969 -0.58000 -1.61248  0.08
H27 -3.66733 1.04535 -1.13559  0.03
H28 -3.68588 -0.27655 0.06996  0.04
H29 -2.81789 -2.30602 -2.68507  0.07
H30 -2.34107 -2.88524 -1.02017  0.06
H31 -1.14387 -2.78995 -2.32968  0.01
C12 1.58415 -3.28902 -1.30567  -0.27
C13 2.16220 -4.23891 -0.45519  -0.02
C14 2.14289 -5.57230 -0.88930  -0.03
C15 1.68815 -5.88858 -2.19059  -0.03
C16 1.23057 -4.87306 -3.05391  -0.02
C17 1.10858 -3.54654 -2.57782  -0.04
O1 1.42667 -1.93582 -0.83219  -0.25
H32 2.02574 -1.88447 -0.01613  0.09
H33 2.63727 -3.93753 0.49566  0.13
H34 2.54870 -6.35355 -0.23012  0.13
H35 1.68199 -6.93131 -2.54845  0.13
H36 0.96640 -5.08985 -4.09133  0.13
H37 0.68903 -2.74449 -3.20598  0.12
C18 0.93766 2.74396 3.13078  -0.01
C19 1.95831 2.40564 2.11163  -0.37
N1 1.91636 1.49644 1.10175  -0.13
C20 3.08441 1.72176 0.35511  -0.13
C21 3.81085 2.72157 0.92912  -0.01
N2 3.07768 3.13604 2.02508  0.15
H38 1.23080 2.33455 4.11359  0.10
H39 0.86973 3.84656 3.24407  0.11
H40 -0.03876 2.32105 2.83932  0.04
H41 3.29501 1.18357 -0.54733  0.08
H42 4.74657 3.18116 0.66352  0.14
H43 3.28570 3.91745 2.66399  0.21

Properties
* charge: +3
* E_LUMO (spin up / spin down): -10.481 / -9.152 eV
* multiplicity: 6
* ΔE to the lowest compared entry with this formula, charge and spin: 0.0 kJ/mol
* orbital gap (spin up / spin down): 6.610 / 7.943 eV
* E_HOMO (spin up / spin down): -17.090 / -17.095 eV